No. 1
Below is C2H5NSi as an isolated structure, with properties calculated with ωB97M-V with the def2-TZVPD basis set.

- E_LUMO: 0.0049 hartree
- Net charge: 0
- Energy above the lowest of the compared OMol25 structures with the same formula, charge and spin: 76.9 kcal per mole
- HOMO: -8.9 eV
- Calculated total energy: -11518.4694 eV

The geometry in XYZ format:
```
9
C2H5NSi, DFT ωB97M-V with the def2-TZVPD basis set
C -0.632 0.199 0.090
C 0.072 -1.095 0.223
N -1.889 0.394 -0.070
Si 1.121 0.503 0.102
H -0.005 -1.740 1.003
H -0.239 -1.676 -0.635
H -2.128 1.215 -0.571
H 1.740 1.545 -1.334
H 1.959 0.652 1.193
```

No. 2
Below is an isolated ion of composition C3H7IN2PS and charge +1, with properties calculated with ωB97M-V with the def2-TZVPD basis set.

- E_LUMO: -0.1649 hartree
- Net charge: +1
- Energy above the lowest of the compared OMol25 structures with the same formula, charge and spin: 0.0 kcal per mole
- HOMO: -12.3 eV
- Calculated total energy: -34421.8841 eV

The geometry in XYZ format:
```
15
C3H7IN2PS, DFT ωB97M-V with the def2-TZVPD basis set
C 0.791 -2.019 -0.478
C -0.607 1.310 -0.180
C 0.366 -0.237 1.856
N 0.535 0.847 -0.639
N -1.490 2.127 -0.735
P 1.265 -0.565 0.229
S -1.059 0.712 1.408
I 3.651 0.288 -0.200
H 0.446 -2.729 0.289
H 1.468 -2.430 -1.244
H 0.981 0.362 2.515
H 0.660 0.664 -1.626
H 0.237 -1.063 2.388
H -1.259 2.477 -1.658
H -2.183 2.580 -0.143
```

No. 3
Below is a 2-piece molecular cluster, C5H14N2S overall, with properties calculated with ωB97M-V with the def2-TZVPD basis set.

- E_LUMO: -0.0933 hartree
- Net charge: 0
- Energy above the lowest of the compared OMol25 structures with the same formula, charge and spin: 132.1 kcal per mole
- HOMO: -8.0 eV
- Calculated total energy: -19221.5679 eV

The geometry in XYZ format:
```
22
C5H14N2S, DFT ωB97M-V with the def2-TZVPD basis set
C 0.540 2.762 1.101
C 0.422 1.261 0.922
C 1.491 0.343 0.570
C 1.372 -1.045 0.740
S 0.427 -2.236 -0.583
N -0.717 1.091 -0.245
C -1.707 0.077 0.128
N -2.463 -0.383 -1.071
H 1.294 2.661 1.917
H -0.337 3.211 1.576
H 0.961 3.363 0.302
H -0.187 0.893 1.758
H 2.762 1.800 -4.119
H 2.435 0.645 0.112
H 0.721 -1.288 1.579
H 2.281 -1.606 0.830
H 2.181 1.328 -4.228
H -0.082 0.513 -0.844
H -1.307 -0.704 0.785
H -2.486 0.551 0.727
H -1.861 -0.005 -1.806
H -2.240 -1.378 -1.116
```

No. 4
Below is one molecule with the formula C5H7NO, with properties calculated with ωB97M-V with the def2-TZVPD basis set.

- E_LUMO: 0.0302 hartree
- Net charge: 0
- Energy above the lowest of the compared OMol25 structures with the same formula, charge and spin: 39.3 kcal per mole
- HOMO: -11.1 eV
- Structure (SMILES): CC[C@@]1(C#N)CO1
- Calculated total energy: -8834.4997 eV

The geometry in XYZ format:
```
14
C5H7NO, DFT ωB97M-V with the def2-TZVPD basis set
C 0.308 1.524 0.867
C 0.489 0.730 -0.424
C 0.050 -0.716 -0.310
C 0.544 -1.425 0.872
N 0.944 -1.942 1.825
C -1.184 -1.213 -0.937
O 0.088 -1.474 -1.504
H -0.724 1.474 1.229
H 0.558 2.576 0.708
H 0.960 1.139 1.657
H -0.077 1.179 -1.248
H 1.543 0.731 -0.725
H -1.698 -2.078 -0.525
H -1.802 -0.505 -1.485
```

No. 5
Below is a 40-piece molecular cluster, H80O40 overall, with properties calculated with ωB97M-V with the def2-TZVPD basis set.

- E_LUMO: -0.0298 hartree
- Net charge: 0
- Energy above the lowest of the compared OMol25 structures with the same formula, charge and spin: 269.5 kcal per mole
- HOMO: -9.5 eV
- Calculated total energy: -83194.1306 eV

The geometry in XYZ format:
```
120
H80O40, DFT ωB97M-V with the def2-TZVPD basis set
H 0.010 -3.235 3.380
H -0.466 -4.400 4.000
O 0.142 -3.694 4.241
H -4.300 1.113 -1.701
H -5.625 0.988 -1.161
O -4.751 1.125 -0.823
H 1.876 -0.594 -5.340
H 1.909 -0.555 -3.844
O 1.330 -0.374 -4.617
H -2.910 0.136 -0.450
H -1.268 0.024 -0.428
O -2.039 0.471 -0.647
H -2.715 2.181 1.429
H -3.578 1.574 2.731
O -3.449 2.281 2.114
H -0.521 -3.288 0.627
O -1.459 -3.589 0.882
H -4.219 -1.681 3.949
O -4.855 -2.193 3.424
H -2.365 -1.517 1.798
H -2.578 -2.057 0.417
O -2.485 -1.202 0.853
H 4.698 -3.713 0.918
H 6.143 -2.926 1.140
O 5.618 -3.740 1.066
H -2.025 -3.171 4.091
H -1.178 -1.857 4.114
O -2.009 -2.257 4.099
H -3.702 3.282 -1.961
H -4.958 2.982 -2.991
O -3.972 3.221 -2.913
H -4.749 2.910 0.902
O -5.340 3.363 0.377
H 3.779 0.569 3.671
H 2.968 1.058 4.923
O 3.067 0.419 4.249
H 2.664 -4.333 3.037
H 3.003 -2.781 3.088
O 3.113 -3.643 2.557
H -1.541 1.806 -4.035
H -2.752 3.007 -4.087
O -2.060 2.509 -4.558
H -0.834 0.906 5.474
H -1.864 1.910 5.289
O -1.738 1.081 5.662
H -2.885 2.699 -0.434
H -2.497 4.090 0.019
O -2.033 3.242 -0.129
H 1.474 -2.428 1.523
H 0.178 -1.352 2.070
O 0.635 -2.187 1.851
H 0.451 2.610 -2.874
O -0.051 1.844 -3.240
H 0.698 4.375 1.860
H 1.749 3.945 0.599
O 1.423 3.826 1.499
H -4.088 5.138 -1.715
O -3.872 5.530 -0.879
H 3.804 -1.504 -2.522
H 2.494 -2.481 -2.606
O 2.846 -1.586 -2.575
H -1.527 5.277 1.869
H -0.947 6.350 0.835
O -1.379 6.245 1.656
H 3.919 0.283 -3.880
H 4.207 1.735 -4.339
O 4.186 1.143 -3.558
H -2.483 4.605 4.373
H -2.480 3.258 3.465
O -2.150 3.737 4.178
H 2.383 2.858 -1.917
H 3.178 1.679 -1.873
O 2.348 1.980 -1.503
H -2.315 -5.706 -0.335
H -0.898 -5.846 -0.250
O -1.564 -5.534 -0.952
H 5.193 -3.213 -1.698
H 6.253 -2.209 -1.544
O 5.732 -2.674 -2.223
H 1.156 -4.767 -2.493
H 2.139 -5.462 -1.430
O 2.076 -4.966 -2.309
H 4.161 1.782 1.718
H 3.322 2.977 2.449
O 3.876 2.221 2.611
H 1.502 0.613 3.359
H -0.053 1.109 2.927
O 0.476 0.416 3.287
H 0.011 -3.834 -1.240
O 0.742 -3.306 -0.957
H 0.544 -3.490 -4.161
H 0.570 -2.113 -3.708
O 0.076 -2.972 -3.487
H 0.541 1.360 -3.834
H -1.724 -4.091 0.057
H -4.301 5.055 -0.193
H -4.332 -2.395 2.618
H -5.910 2.734 -0.050
H 1.309 -3.978 -0.542
O 4.822 2.684 -0.027
H 4.508 1.880 -0.343
H 5.751 2.890 -0.002
O 1.718 5.667 -2.053
H 1.241 6.449 -2.094
H 2.420 5.409 -1.520
O -4.125 0.690 -3.492
H -3.149 0.398 -3.359
H -3.998 0.655 -4.467
O 3.944 -0.125 1.117
H 4.243 -0.395 1.984
H 3.002 -0.326 1.146
O 2.424 -5.103 0.217
H 3.410 -5.154 -0.137
H 2.444 -5.697 1.050
O -3.551 -2.510 -1.644
H -2.973 -1.809 -2.043
H -3.468 -3.079 -2.415
O 0.549 -0.513 -2.276
H 0.352 -1.159 -1.606
H 0.256 0.414 -2.352
```

No. 6
Below is C38H43CrGeN15O2S2 as an isolated structure, with properties calculated with ωB97M-V with the def2-TZVPD basis set.

- Multiplicity: 4
- E_LUMO (alpha / beta): 0.0667 / 0.0614 hartree
- Net charge: -1
- Energy above the lowest of the compared OMol25 structures with the same formula, charge and spin: 23.2 kcal per mole
- HOMO (alpha / beta): -4.9 / -5.1 eV
- ⟨S²⟩: 3.80
- Calculated total energy: -173158.7664 eV

The geometry in XYZ format:
```
102
C38H43CrGeN15O2S2, DFT ωB97M-V with the def2-TZVPD basis set
Cr -0.054 0.890 0.767
N -2.721 2.134 2.735
C -1.480 2.688 2.950
N -1.164 3.491 3.956
N 0.133 3.763 3.772
N 0.571 3.168 2.717
N -0.440 2.475 2.145
C -2.828 0.897 2.139
N -3.946 0.189 2.154
N -3.657 -0.908 1.451
N -2.443 -0.867 1.034
N -1.856 0.276 1.448
H -3.409 2.336 3.442
C -5.431 0.049 -5.479
O -4.077 -0.290 -5.681
C -3.177 0.736 -5.709
C -1.835 0.386 -5.589
C -0.859 1.357 -5.556
C -1.190 2.710 -5.701
C -2.527 3.044 -5.895
C -3.517 2.074 -5.865
N -0.202 3.704 -5.808
N 0.790 3.772 -5.048
C 0.899 3.172 -3.802
C 2.190 2.822 -3.403
C 2.476 2.207 -2.195
C 1.440 1.897 -1.312
O 1.573 1.362 -0.148
C 0.110 2.280 -1.679
N -0.814 2.002 -0.721
C -2.017 2.530 -0.853
C -2.352 3.357 -1.922
C -1.441 3.600 -2.923
C -0.170 2.996 -2.857
H -5.967 -0.893 -5.390
H -5.841 0.616 -6.321
H -5.560 0.628 -4.560
H -1.579 -0.660 -5.488
H 0.180 1.078 -5.436
H -2.798 4.084 -6.029
H -4.550 2.377 -5.964
H 2.988 3.012 -4.111
H 3.495 1.959 -1.928
H -2.732 2.315 -0.069
H -3.336 3.803 -1.962
H -1.669 4.295 -3.713
S -0.705 -2.194 3.771
C -0.231 -3.327 2.639
N -1.087 -3.764 1.697
C -0.701 -4.606 0.572
C 0.495 -5.468 0.940
C 1.569 -4.579 1.544
N 0.993 -3.919 2.705
H -1.905 -3.179 1.576
H -0.468 -3.982 -0.298
H -1.550 -5.237 0.306
H 0.867 -5.986 0.057
H 0.190 -6.208 1.684
H 1.911 -3.843 0.805
H 2.425 -5.169 1.873
H 1.626 -3.468 3.337
N 1.211 0.374 2.411
S 2.127 -0.702 3.089
C 2.277 -0.223 4.842
C 2.840 1.001 5.175
C 2.913 1.374 6.507
C 2.416 0.537 7.496
C 1.833 -0.673 7.152
C 1.770 -1.063 5.822
C 3.853 -0.236 2.694
C 4.902 -0.843 3.370
C 6.203 -0.461 3.085
C 6.444 0.515 2.126
C 5.388 1.096 1.440
C 4.081 0.713 1.716
H 1.456 1.310 2.745
H 3.210 1.671 4.409
H 3.355 2.324 6.773
H 2.475 0.831 8.536
H 1.418 -1.317 7.916
H 1.283 -1.985 5.540
H 4.699 -1.593 4.126
H 7.028 -0.916 3.618
H 7.461 0.820 1.914
H 5.578 1.856 0.693
H 3.245 1.142 1.174
C -2.629 -3.110 -1.088
Ge -1.294 -1.664 -1.444
C -2.411 -0.325 -2.384
C -0.275 -2.464 -2.998
C 0.106 -0.991 -0.212
H -2.889 -3.536 -2.060
H -3.523 -2.686 -0.637
H -2.285 -3.925 -0.453
H -2.961 -0.840 -3.176
H -1.807 0.450 -2.855
H -3.138 0.141 -1.720
H -0.920 -3.115 -3.594
H 0.593 -3.051 -2.688
H 0.085 -1.668 -3.657
H 0.211 -1.730 0.587
H 1.034 -1.024 -0.798
```